No. 1
# C21H25Cl3Ga

A structure of composition C21H25Cl3Ga at a distorted geometry (ωB97M-V/def2-TZVPD, OMol25).

```
50
Properties=species:S:1:pos:R:3
C 2.809 -2.522 -6.062
C 3.508 -3.153 -4.814
C 4.280 -2.119 -3.959
Cl 3.413 -1.819 -2.361
Ga 6.226 -2.605 -3.523
Cl 7.693 -1.427 -4.856
Cl 6.673 -4.824 -3.687
H 2.020 -1.816 -5.754
H 3.523 -2.031 -6.741
H 2.335 -3.337 -6.640
H 2.701 -3.643 -4.243
H 4.149 -3.964 -5.201
H 4.288 -1.141 -4.468
H 6.528 -2.108 -2.024
C -1.445 -1.127 0.466
C -0.116 -1.366 0.135
C 0.406 -0.871 -1.053
C -0.400 -0.128 -1.907
C -1.728 0.114 -1.576
C -2.252 -0.389 -0.391
H -1.853 -1.516 1.392
H 0.514 -1.939 0.805
H 1.442 -1.062 -1.315
H 0.009 0.261 -2.831
H -2.355 0.695 -2.241
H -3.288 -0.204 -0.134
C -6.165 1.608 3.555
C -4.837 1.367 3.223
C -4.317 1.863 2.034
C -5.122 2.608 1.181
C -6.449 2.851 1.515
C -6.971 2.349 2.700
H -6.571 1.219 4.481
H -4.208 0.792 3.891
H -3.284 1.670 1.772
H -4.715 2.998 0.257
H -7.076 3.433 0.851
H -8.007 2.534 2.957
C 2.405 2.256 4.565
C 2.904 1.669 3.409
C 2.054 0.972 2.559
C 0.702 0.869 2.862
C 0.202 1.459 4.017
C 1.054 2.149 4.871
H 3.069 2.796 5.229
H 3.957 1.754 3.169
H 2.444 0.510 1.661
H 0.040 0.331 2.197
H -0.853 1.381 4.251
H 0.664 2.604 5.773
```

- total charge = -1
- orbital gap (eV) = 7.69

Results of the Löwdin charge analysis, in e, for atoms 1 through 2:
1. C -0.132
2. C -0.365

No. 2
# C18H43CuN8O10

A structure of composition C18H43CuN8O10 at a distorted geometry (ωB97M-V/def2-TZVPD, OMol25).

```
80
Properties=species:S:1:pos:R:3
Cu -1.825 -4.511 -0.908
N 0.550 -0.610 0.157
O 0.779 -0.171 1.284
O 0.873 -0.036 -0.872
O 0.097 -1.703 0.011
C -4.223 0.440 -1.483
C -4.831 -0.761 -2.216
O -4.436 -1.919 -2.075
N -5.863 -0.456 -3.016
C -6.655 -1.417 -3.760
H -4.973 0.957 -0.884
H -3.746 1.284 -1.980
H -3.478 -0.005 -0.824
H -6.137 0.508 -3.139
H -6.790 -1.214 -4.823
H -7.577 -1.360 -3.182
H -6.279 -2.429 -3.610
C 2.962 2.874 7.200
C 4.063 2.883 6.071
O 4.905 3.833 6.155
N 3.890 2.185 4.943
C 5.004 1.832 4.126
H 3.477 3.164 8.116
H 2.677 1.832 7.349
H 2.064 3.475 7.059
H 3.058 1.630 4.802
H 5.969 1.713 4.619
H 5.303 2.558 3.370
H 4.816 0.938 3.532
C 0.874 -2.982 -6.023
C -0.405 -3.522 -5.446
O -0.617 -3.743 -4.249
N -1.316 -3.967 -6.369
C -2.649 -4.374 -6.059
H 1.643 -3.735 -5.854
H 1.035 -2.100 -5.404
H 0.664 -2.758 -7.069
H -0.952 -4.167 -7.289
H -2.591 -4.961 -5.142
H -3.007 -4.963 -6.903
H -3.237 -3.464 -5.942
C -0.776 2.813 -5.450
C 0.553 3.582 -5.391
O 1.033 3.888 -6.458
N 1.113 3.905 -4.193
C 2.356 4.757 -4.138
H -0.562 1.752 -5.326
H -1.348 2.923 -6.372
H -1.487 3.146 -4.694
H 0.765 3.466 -3.352
H 3.042 4.288 -3.432
H 2.063 5.658 -3.599
H 2.915 5.019 -5.036
O 3.415 6.648 0.920
C 3.063 6.135 1.946
N 3.553 6.588 3.104
C 1.949 5.098 1.794
H 4.300 7.267 3.147
H 3.410 6.056 3.950
H 1.266 5.268 0.962
H 1.277 5.072 2.652
H 2.444 4.140 1.636
O 4.096 -4.550 4.671
C 3.378 -3.796 4.100
N 3.506 -3.732 2.771
C 2.512 -2.904 4.879
H 2.955 -3.200 2.113
H 4.208 -4.389 2.461
H 1.868 -3.523 5.504
H 2.007 -2.031 4.466
H 3.221 -2.554 5.630
O -3.199 -4.108 2.359
C -3.586 -4.281 3.516
N -3.003 -5.110 4.272
C -4.795 -3.466 4.113
H -2.187 -5.671 4.073
H -3.513 -5.153 5.143
H -4.417 -3.108 5.071
H -5.615 -4.148 4.338
H -4.894 -2.524 3.573
```

- expectation value of S² = 0.7567
- total charge = +1
- orbital gap (spin up / spin down) (eV) = 4.83 / 3.41
- multiplicity = 2

Results of the Löwdin charge analysis, in e, for atoms 1 through 2:
1. Cu 0.897
2. N -0.607

No. 3
# C5H10O

The molecule C5H10O (ωB97M-V/def2-TZVPD, OMol25).

```
16
Properties=species:S:1:pos:R:3
O 2.399 0.575 0.626
C 1.902 -0.646 0.113
C 0.567 -0.493 -0.615
C -0.514 0.120 0.272
C -1.965 -0.226 0.087
C -1.472 1.147 -0.266
H 1.800 0.876 1.317
H 1.810 -1.403 0.910
H 2.663 -1.005 -0.588
H 0.254 -1.485 -0.968
H 0.726 0.130 -1.505
H -0.222 0.271 1.311
H -2.220 -0.908 -0.721
H -2.581 -0.330 0.975
H -1.388 1.401 -1.321
H -1.761 1.977 0.373
```

- structure (SMILES) = OCCC1CC1
- orbital gap (eV) = 11.26

Results of the Löwdin charge analysis, in e, for atoms 1 through 2:
1. O -0.066
2. C -0.280